Molecular formula: C4H8N2O
Method: DFT, ωB97M-V/def2-TZVPD

Last column: Löwdin charge in e.
Geometry (Å):
C (0.5051, 1.4878, -0.8300)  -0.06
C (0.3632, 0.0924, -0.2854)  -0.27
O (1.7867, -0.7731, 2.6812)  -0.06
C (-0.8680, -0.6806, -0.7230)  -0.24
N (-2.0856, -0.0490, -0.2171)  0.01
C (1.2037, -0.4285, 0.5729)  -0.05
N (2.0278, -0.9809, 1.3163)  0.00
H (1.4121, 1.9794, -0.4731)  0.08
H (-0.3629, 2.0889, -0.5358)  0.08
H (0.5263, 1.4609, -1.9257)  0.08
H (2.5150, -1.2683, 3.0790)  0.09
H (-0.7971, -1.7119, -0.3696)  0.11
H (-0.8776, -0.7219, -1.8229)  0.12
H (-2.6355, -0.6992, 0.3313)  0.07
H (-2.6678, 0.2878, -0.9708)  0.06

HOMO energy: -8.98 eV
SMILES: CC(=C=NO)CN
frontier orbital gap: 9.937 eV

Molecular formula: C17H20FeNO5
Method: DFT, ωB97M-V/def2-TZVPD

Last column: Mulliken spin population.
Geometry (Å):
C (0.4059, 3.4317, -3.5427)  0.00
C (1.2339, 3.2791, -2.2919)  0.00
O (0.9747, 1.8849, -1.7827)  0.01
C (1.8153, 1.5851, -0.7768)  0.01
C (1.4916, 0.1909, -0.0259)  0.10
C (2.7782, 0.0123, 0.7581)  -0.04
N (3.8119, -0.7246, 0.5103)  0.00
C (3.8627, -1.7333, -0.5725)  0.00
C (4.9624, -0.7850, 1.4478)  0.00
O (2.7530, 2.3200, -0.4820)  0.00
H (0.1990, 4.4964, -3.7365)  0.00
H (0.9695, 3.0564, -4.4093)  0.00
H (-0.5371, 2.8697, -3.5042)  0.00
H (2.2937, 3.3984, -2.5124)  0.00
H (0.9330, 3.9617, -1.4957)  0.00
H (1.4614, -0.5071, -0.8426)  -0.02
H (2.8930, 0.7686, 1.5552)  0.00
H (2.8849, -2.1976, -0.6587)  0.00
H (4.1150, -1.3000, -1.5391)  0.00
H (4.6111, -2.4773, -0.3243)  0.00
H (4.6642, -0.4454, 2.4459)  0.00
H (5.3372, -1.8092, 1.5159)  0.00
H (5.8095, -0.1564, 1.1514)  0.00
O (-7.3242, -2.3573, 1.3816)  0.01
C (-6.2426, -1.9749, 1.2406)  0.01
Fe (-4.7728, -0.8767, 0.9375)  2.15
C (-5.6442, -0.2208, -0.4190)  -0.05
O (-6.4404, 0.2389, -1.1262)  -0.01
C (-5.5245, 0.4367, 1.9417)  -0.03
O (-6.0195, 1.3975, 2.3320)  0.03
C (0.2072, -0.1926, 0.6381)  -0.07
C (0.1160, -1.1453, 1.7743)  0.52
C (-0.9619, -1.8689, 2.2458)  0.04
C (-2.2891, -2.0228, 1.8109)  0.38
C (-2.7943, -1.5681, 0.5803)  0.36
C (-2.1037, -0.8043, -0.4197)  -0.12
C (-0.8390, -0.2844, -0.3881)  0.41
H (0.5839, 0.8146, 1.0089)  0.16
H (0.9993, -1.1699, 2.4297)  0.02
H (-0.6736, -2.4545, 3.1289)  0.01
H (-3.0024, -2.5986, 2.4154)  0.03
H (-3.7890, -2.0718, 0.2117)  0.01
H (-2.7243, -0.5938, -1.3123)  0.01
H (-0.4846, 0.1977, -1.2994)  0.05

HOMO energy (alpha / beta): -9.25 / -10.70 eV
total charge: +1
multiplicity: 5
⟨S²⟩: 6.081
frontier orbital gap (alpha / beta): 4.842 / 5.348 eV

Molecular formula: H4N2O2S
Method: DFT, ωB97M-V/def2-TZVPD

Last column: Löwdin charge in e.
Geometry (Å):
N (-0.5892, -1.0029, -0.4647)  -0.12
N (0.2222, 1.5111, -0.1325)  -0.09
O (-0.3481, 0.0578, 1.9525)  -0.41
O (1.7607, -0.5646, 0.5871)  -0.32
S (0.4131, -0.0377, 0.5386)  0.65
H (-0.1529, -1.1205, -1.4413)  0.10
H (-0.7744, -1.8524, 0.0433)  0.05
H (-0.7379, 1.6895, 0.0889)  0.05
H (0.2065, 1.3196, -1.1719)  0.08

HOMO energy: -10.65 eV
SMILES: NS(N)(=O)=O
frontier orbital gap: 10.764 eV

Molecular formula: C4H5NO2
Method: DFT, ωB97M-V/def2-TZVPD

Last column: Löwdin charge in e.
Geometry (Å):
C (1.8494, 0.9683, 0.0504)  0.00
O (1.5490, -0.4338, 0.2981)  -0.10
C (0.1188, -0.7110, 0.3239)  -0.38
N (0.5014, -0.5513, 1.5387)  0.31
O (-2.5973, -0.6013, 0.7537)  0.01
C (-2.1623, -0.7991, -0.3697)  -0.32
C (-0.7538, -0.8686, -0.6949)  -0.04
H (0.9328, 1.4997, -0.2099)  0.10
H (2.2917, 1.3654, 0.9623)  0.10
H (2.5606, 0.9815, -0.7748)  0.10
H (-2.8504, -0.9144, -1.2327)  0.11
H (-0.3855, -1.0368, -1.6985)  0.10

HOMO energy: -8.82 eV
frontier orbital gap: 9.166 eV

Molecular formula: C3H10N3
Method: DFT, ωB97M-V/def2-TZVPD

Last column: Löwdin charge in e.
Geometry (Å):
C (0.9652, -0.4646, -0.1470)  -0.31
C (2.3367, -0.1072, -0.0947)  0.01
C (-0.4676, -0.5106, -2.0998)  -0.13
N (-0.1577, -0.4239, 0.4132)  0.13
N (-0.0585, -1.1593, -0.9435)  -0.08
N (-1.7822, 0.6579, 2.1423)  0.27
H (2.3273, 1.0437, -0.1353)  0.14
H (2.9144, -0.5063, 0.7013)  0.09
H (2.9215, -0.1789, -1.0425)  0.11
H (-0.6925, 0.5939, -1.7050)  0.12
H (0.1087, -0.4758, -2.9856)  0.07
H (-1.4108, -1.0099, -2.3510)  0.09
H (-1.2708, 0.1383, 1.3707)  0.03
H (-2.3746, 1.2823, 1.6740)  0.11
H (-1.0056, 1.1883, 2.5924)  0.17
H (-2.3534, -0.0678, 2.6105)  0.17

HOMO energy: -13.02 eV
total charge: +1
frontier orbital gap: 9.491 eV

Molecular formula: C9H24AgNbO2
Method: DFT, ωB97M-V/def2-TZVPD

Last column: Mulliken spin population.
Geometry (Å):
C (-5.2643, -1.2547, 0.0893)  0.02
C (-4.8699, -0.1636, -1.0748)  0.02
O (-3.5083, 0.4368, -0.8896)  0.16
C (-2.4950, -0.6282, -1.1449)  0.52
Nb (-0.4278, 0.2510, -1.6453)  0.02
O (-0.3128, 1.0761, 0.2799)  0.00
C (0.9670, 1.7257, 0.5744)  0.00
C (1.8931, 0.9663, 1.7039)  0.00
C (1.0746, -0.1015, 2.6509)  0.00
C (3.2407, 0.2388, 1.1004)  0.00
C (2.9629, -0.8344, -0.1066)  0.00
C (4.4235, 1.2824, 0.6356)  0.00
H (-6.1512, -1.9276, -0.3421)  0.00
H (-4.4056, -2.0040, 0.3677)  0.00
H (-5.7100, -0.7020, 1.0243)  0.00
H (-4.9847, -0.7145, -2.1076)  0.01
H (-5.7187, 0.6676, -1.0482)  0.00
H (-2.3956, -1.2539, -0.1554)  0.04
H (-2.8652, -1.3118, -2.0500)  0.02
H (-1.2179, 1.7490, -2.3460)  0.00
H (1.1782, 0.8783, -2.1791)  0.21
H (0.2823, -1.2947, -0.9618)  -0.01
H (-0.5339, -0.6354, -3.2543)  -0.01
H (1.6530, 1.9455, -0.3450)  -0.01
H (0.6998, 2.7914, 1.0410)  0.00
H (2.2896, 1.8151, 2.4429)  0.00
H (1.4327, -1.1890, 2.3898)  0.00
H (-0.0871, 0.0425, 2.6653)  0.00
H (1.4373, 0.0945, 3.7710)  0.00
H (3.6995, -0.3906, 2.0050)  0.00
H (2.1294, -1.6209, 0.1480)  0.00
H (2.7794, -0.2544, -1.1209)  0.00
H (3.9578, -1.4686, -0.2816)  0.00
H (4.0833, 1.8297, -0.3430)  0.00
H (4.6385, 2.0196, 1.5200)  0.00
H (5.3789, 0.6311, 0.3765)  0.00
Ag (0.7463, -2.6916, -3.3895)  0.00

HOMO energy (alpha / beta): -12.65 / -12.63 eV
total charge: +1
multiplicity: 2
⟨S²⟩: 0.764
frontier orbital gap (alpha / beta): 6.999 / 5.573 eV

Molecular formula: C23H23CuFN2O6S
Method: DFT, ωB97M-V/def2-TZVPD

Last column: Mulliken spin population.
Geometry (Å):
Cu (0.5270, -1.1059, -1.9664)  0.61
C (-1.6767, 3.2091, 1.1937)  0.00
C (-1.6219, 2.2925, 2.3028)  0.00
C (-0.6901, 2.8240, 3.2237)  0.00
C (-0.0387, 3.9199, 2.5769)  0.00
C (-0.6961, 4.1826, 1.3640)  0.00
C (-0.1696, 5.1034, 0.3184)  0.00
C (1.1852, 4.6366, 3.0292)  0.00
C (-0.3757, 2.2237, 4.5853)  0.00
C (-2.5048, 1.0220, 2.4606)  0.00
C (-2.6461, 3.0468, 0.0518)  0.00
H (0.4646, 4.6078, -0.4340)  0.00
H (0.4002, 5.9318, 0.7752)  0.00
H (-0.9857, 5.6119, -0.2109)  0.00
H (1.0766, 5.7124, 2.8247)  0.00
H (2.0454, 4.2954, 2.4333)  0.00
H (1.4379, 4.4177, 4.0925)  0.00
H (0.3117, 1.3506, 4.4401)  0.00
H (-1.3438, 1.9601, 5.0458)  0.00
H (0.0720, 2.9936, 5.2239)  0.00
H (-2.5432, 0.7041, 3.5051)  0.00
H (-2.0225, 0.2864, 1.8400)  0.00
H (-3.5176, 1.2137, 2.0773)  0.00
H (-3.5284, 2.5153, 0.3879)  0.00
H (-2.2642, 2.4420, -0.7756)  0.00
H (-2.8277, 4.0206, -0.4298)  0.00
O (0.4624, -4.3558, -4.3786)  0.01
C (0.4749, -3.1454, -4.1147)  0.01
O (0.6934, -2.7878, -2.8795)  0.18
C (0.2007, -2.1669, -5.1945)  0.00
C (0.2778, -2.6411, -6.5147)  0.00
C (0.0743, -1.7942, -7.6043)  0.00
C (-0.2457, -0.4566, -7.3750)  0.00
C (-0.4654, 0.0068, -6.0561)  0.00
C (-0.1888, -0.8242, -4.9851)  -0.05
S (-0.4673, -0.0277, -3.4216)  0.22
H (0.5215, -3.6941, -6.6863)  0.00
H (0.1021, -2.2684, -8.5644)  0.00
H (-0.2252, 0.2089, -8.2309)  0.00
H (-0.9285, 0.9370, -5.7846)  -0.01
F (-1.8718, -2.9899, 2.7985)  0.00
C (-0.6053, -3.4469, 2.6874)  0.00
C (0.4122, -2.6984, 2.1688)  0.00
N (1.6913, -3.2012, 1.8565)  0.00
C (2.7570, -2.2967, 1.3297)  0.00
C (2.2770, -1.5418, -0.0113)  0.00
O (3.1006, -1.3726, -0.9193)  0.00
O (1.0241, -1.2859, -0.1000)  0.02
C (2.0176, -4.5004, 2.3156)  0.00
O (3.1494, -4.9276, 2.2175)  0.00
N (0.9839, -5.2790, 2.8117)  0.00
C (-0.3163, -4.8757, 3.0060)  0.00
O (-1.1046, -5.6543, 3.5374)  0.00
H (0.3140, -1.6711, 1.8184)  0.00
H (3.6288, -2.8919, 1.0583)  0.00
H (2.8853, -1.6020, 2.1550)  0.00
H (1.3029, -6.1732, 3.1247)  0.00

HOMO energy (alpha / beta): -0.29 / -0.29 eV
total charge: -2
multiplicity: 2
⟨S²⟩: 0.755
frontier orbital gap (alpha / beta): 4.645 / 3.535 eV

Molecular formula: C13H20ClN4O6
Method: DFT, ωB97M-V/def2-TZVPD

Last column: Löwdin charge in e.
Geometry (Å):
N (-3.0628, 3.1326, -3.9555)  0.16
C (-2.0559, 2.7018, -3.1352)  -0.38
N (-1.4169, 1.5789, -3.1388)  0.21
C (-0.5527, 1.6477, -2.1234)  -0.73
Cl (0.5394, 0.5133, -1.6383)  0.95
N (-0.6711, 2.7872, -1.5023)  -0.07
C (0.0243, 3.2900, -0.3157)  -0.03
C (-0.8438, 2.9723, 0.9564)  -0.12
O (-1.9630, 2.1730, 0.6065)  -0.02
C (-3.1676, 2.8033, 0.6213)  -0.32
O (-4.1596, 2.2356, 0.2340)  0.10
N (-1.6101, 3.4996, -2.1311)  0.21
H (-2.8649, 3.6543, -4.7851)  0.11
H (-3.9939, 2.8176, -3.7678)  0.11
H (0.9724, 2.7818, -0.2306)  0.10
H (0.2084, 4.3499, -0.4075)  0.13
H (-1.1382, 3.9172, 1.3985)  0.12
H (-0.2185, 2.3956, 1.6214)  0.11
H (-3.2374, 3.8416, 0.9773)  0.15
H (-1.8951, 4.4274, -1.8715)  0.20
O (2.1841, -4.9963, -0.8497)  0.13
C (1.0543, -4.6155, -0.8613)  -0.49
O (-0.0112, -5.4497, -0.8138)  0.03
C (-1.2331, -4.7047, -0.9498)  -0.15
C (-0.8821, -3.2837, -0.5294)  -0.16
C (0.5781, -3.1782, -0.9657)  -0.09
H (-1.5593, -4.7619, -1.9903)  0.13
H (-1.9957, -5.1527, -0.3182)  0.13
H (-1.5354, -2.5316, -0.9692)  0.11
H (-0.9488, -3.1917, 0.5561)  0.12
H (0.6724, -2.8533, -2.0033)  0.13
H (1.1597, -2.5313, -0.3131)  0.10
O (1.5014, 0.8565, 1.2132)  0.04
C (2.1094, 0.0136, 1.8221)  -0.48
O (2.7712, -0.9709, 1.2000)  0.03
C (3.3138, -1.8985, 2.1689)  -0.13
C (3.4010, -1.1025, 3.4624)  -0.14
C (2.2191, -0.1433, 3.3235)  -0.06
H (2.6366, -2.7506, 2.2454)  0.13
H (4.2807, -2.2510, 1.8228)  0.13
H (3.3662, -1.7262, 4.3521)  0.12
H (4.3319, -0.5350, 3.4866)  0.12
H (1.2906, -0.5777, 3.6983)  0.14
H (2.4022, 0.8157, 3.7998)  0.13

HOMO energy: -12.05 eV
total charge: +1
frontier orbital gap: 8.732 eV

Molecular formula: C6H13N4
Method: DFT, ωB97M-V/def2-TZVPD

Last column: Löwdin charge in e.
Geometry (Å):
C (-3.3460, 0.9041, -0.0205)  -0.12
C (-2.0117, -0.7190, -0.6258)  -0.09
C (1.2270, 1.0223, 1.1099)  -0.03
C (0.0225, 0.4569, -0.9945)  -0.07
C (3.1265, -1.1415, 0.4135)  -0.09
C (1.1494, 0.2666, -0.1778)  -0.33
N (-2.6989, 0.3628, -1.0694)  0.11
N (-3.1094, 0.2331, 1.0394)  0.10
N (-2.2237, -0.7242, 0.6998)  0.05
N (2.0870, -0.7310, -0.4495)  -0.03
H (-3.8584, 1.8130, -0.2108)  0.14
H (1.4570, 0.4695, 1.9274)  0.04
H (2.0615, 1.7091, 0.9333)  0.11
H (0.3934, 1.6782, 1.2500)  0.08
H (-0.0079, -0.0424, -1.9537)  0.06
H (-1.4101, -1.3966, -1.2286)  0.15
H (-0.4897, 1.4343, -0.8728)  0.08
H (3.0025, -0.5089, 1.3382)  0.09
H (2.9760, -2.1707, 0.6204)  0.07
H (4.1757, -0.9981, 0.0008)  0.12
H (-1.6664, -1.3095, 1.4851)  0.26
H (1.9744, -1.2967, -1.2327)  0.11
H (-2.8307, 0.6888, -1.9816)  0.16

HOMO energy (alpha / beta): -11.27 / -11.27 eV
total charge: +1
frontier orbital gap (alpha / beta): 7.857 / 7.858 eV

Molecular formula: C14H13N5OS2V
Method: DFT, ωB97M-V/def2-TZVPD

Last column: Mulliken spin population.
Geometry (Å):
V (0.2304, 0.6110, -0.6594)  1.26
N (-0.7317, 4.1512, -2.0528)  -0.01
C (-0.4181, 2.8656, -1.9977)  0.02
S (1.2212, 2.4297, -1.4632)  -0.13
N (-1.3200, 1.9554, -2.3323)  -0.08
N (-0.7988, 0.6892, -2.2877)  -0.08
C (-0.9570, -0.1717, -3.2494)  0.06
C (-0.3224, -1.4401, -3.2348)  0.01
C (-0.5328, -2.3529, -4.2853)  0.03
C (0.1268, -3.5585, -4.2985)  -0.02
C (1.0180, -3.8808, -3.2733)  0.01
C (1.2555, -3.0076, -2.2238)  0.01
C (0.5838, -1.7986, -2.2120)  -0.02
O (0.7769, -0.9516, -1.1706)  -0.06
H (-0.0677, 4.8699, -1.8177)  0.00
H (-1.6351, 4.4254, -2.4131)  0.00
H (-1.5589, 0.1374, -4.1002)  -0.01
H (-1.2194, -2.0947, -5.0813)  0.00
H (-0.0412, -4.2579, -5.1049)  0.00
H (1.5347, -4.8310, -3.2948)  0.00
H (1.9435, -3.2551, -1.4281)  0.00
N (0.7287, 0.7743, 6.3217)  0.00
C (-0.1492, 0.1555, 5.5215)  0.00
S (-1.2156, -0.9990, 5.9705)  0.00
C (-0.0843, 0.5079, 4.0747)  0.00
C (1.1394, 0.6154, 3.4076)  0.00
C (1.1432, 0.8150, 2.0465)  0.01
N (0.0035, 0.9342, 1.3370)  -0.02
C (-1.1802, 0.8791, 1.9851)  0.00
C (-1.2619, 0.6542, 3.3356)  0.00
H (0.7134, 0.5601, 7.3075)  0.00
H (1.2133, 1.6100, 6.0367)  0.00
H (2.0772, 0.5029, 3.9336)  0.00
H (2.0786, 0.8808, 1.4989)  0.00
H (-2.0712, 1.0039, 1.3807)  0.00
H (-2.2226, 0.5713, 3.8232)  0.00

HOMO energy (alpha / beta): -13.72 / -13.72 eV
total charge: +2
multiplicity: 2
⟨S²⟩: 0.832
frontier orbital gap (alpha / beta): 4.612 / 5.309 eV

Molecular formula: CH5N4P
Method: DFT, ωB97M-V/def2-TZVPD

Last column: Löwdin charge in e.
Geometry (Å):
C (0.2275, 1.0173, 0.1667)  -0.46
N (-0.2017, 0.7284, -0.9918)  -0.09
N (-1.2228, -0.1119, -1.2479)  -0.03
N (-0.6428, -1.6499, 0.4218)  0.04
N (-1.3658, -1.1689, -0.5677)  -0.17
P (1.7006, 2.2187, 0.3592)  0.79
H (0.0615, 0.3274, 1.0549)  0.06
H (-0.8562, -2.6457, 0.5528)  0.04
H (-2.0464, -1.7522, -0.9984)  0.14
H (2.3668, 1.3046, -0.3491)  -0.15
H (1.9794, 1.7323, 1.5995)  -0.15

HOMO energy (alpha / beta): -8.63 / -8.63 eV
frontier orbital gap (alpha / beta): 8.805 / 8.806 eV

Molecular formula: C16H34O3P2SV
Method: DFT, ωB97M-V/def2-TZVPD

Last column: Mulliken spin population.
Geometry (Å):
P (-4.1421, 2.2145, 1.0775)  -0.01
P (-5.3267, -0.4345, -0.9858)  0.05
C (-5.8151, 2.0032, 0.4088)  0.00
C (-6.2258, 0.5408, 0.3674)  -0.01
H (-5.8731, 2.4934, -0.5750)  0.00
H (-6.4509, 2.5460, 1.1272)  0.00
H (-6.0435, -0.0241, 1.2889)  0.01
H (-7.2841, 0.4547, 0.0969)  0.00
C (-6.6465, -0.1236, -2.2416)  0.01
H (-6.3406, -0.4441, -3.2385)  0.00
H (-6.8206, 0.9497, -2.3347)  0.00
H (-7.5507, -0.6606, -1.9352)  0.00
C (-5.9060, -2.1321, -0.5413)  -0.02
H (-6.9730, -2.1956, -0.7936)  0.00
H (-5.7595, -2.3207, 0.5283)  0.00
H (-5.3488, -2.9107, -1.0740)  0.00
C (-3.8909, 3.9699, 1.1779)  0.00
H (-3.0463, 4.2151, 1.8428)  0.00
H (-4.8235, 4.3756, 1.6230)  0.00
H (-3.6806, 4.4109, 0.1913)  0.00
C (-4.3701, 1.6400, 2.7650)  0.01
H (-4.6870, 0.5929, 2.8044)  0.01
H (-5.1682, 2.2577, 3.1871)  0.00
H (-3.4861, 1.7353, 3.4037)  0.00
V (-0.9325, 1.3483, 0.8386)  2.78
C (-3.9584, -0.9722, -2.4063)  -0.01
C (-3.8591, 0.1761, -3.2350)  0.03
C (-3.7699, 1.4844, -2.6342)  0.04
C (-2.7849, 1.5866, -1.4084)  0.03
C (-3.2421, 1.1049, -0.0253)  -0.23
C (-3.4644, -0.2731, 0.5234)  0.22
C (-2.9081, -1.5413, -0.0886)  0.01
C (-2.7909, -1.5675, -1.6234)  0.02
C (-0.8067, 1.8393, 2.8730)  -0.02
H (-4.5242, -1.8021, -2.8969)  0.00
H (-3.7178, 0.0437, -4.3162)  0.00
H (-4.7659, 1.9073, -2.4286)  0.01
H (-3.3488, 2.1252, -3.4089)  0.00
H (-1.8276, 1.1195, -1.7097)  -0.09
H (-2.5438, 2.6718, -1.3570)  -0.02
H (-2.3663, 1.9986, 0.7274)  0.10
H (-3.1833, -0.2502, 1.6073)  0.03
H (-3.5001, -2.4480, 0.2191)  0.00
H (-1.9007, -1.7176, 0.3246)  0.00
H (-1.8523, -1.0834, -1.9117)  -0.01
H (-2.6899, -2.6334, -1.8947)  0.00
H (-0.4027, 0.9712, 3.4216)  0.01
H (-1.6487, 2.3097, 3.3925)  0.02
H (0.0260, 2.5570, 2.7207)  -0.02
C (2.5791, -0.2930, -0.2133)  0.01
S (0.8346, 0.0187, -0.5460)  0.02
O (0.6919, 1.5254, -0.3168)  0.03
O (0.5207, -0.3761, -1.8939)  0.00
O (-0.0012, -0.6176, 0.5384)  0.00
H (2.9302, -0.8571, -1.0895)  0.00
H (2.7393, -0.9079, 0.6959)  0.00
H (3.0872, 0.6931, -0.2109)  0.00

HOMO energy (alpha / beta): -4.94 / -4.92 eV
multiplicity: 4
⟨S²⟩: 3.796
frontier orbital gap (alpha / beta): 5.182 / 5.004 eV